[1]
# C46H64IrN7OSeSi

A structure of composition C46H64IrN7OSeSi (ωB97M-V/def2-TZVPD, the Open Molecules 2025 dataset).

Values from the calculation:
**Total charge**: +3
**Energy**: -137259.6472 eV
**ΔE to the lowest compared entry with this formula, charge and spin**: 0.00 kcal/mol
**LUMO level (spin up / spin down)**: -7.19 / -10.11 eV
**2S+1**: 6
**Orbital gap (spin up / spin down)**: 5.976 / 5.602 eV
**HOMO (spin up / spin down)**: -13.17 / -15.71 eV

XYZ file:
```
121
Properties=species:S:1:pos:R:3:mulliken_spin:R:1
H -2.20729 1.90372 2.50690 -0.007
H 1.33080 1.84873 -8.97131 -0.002
C 3.68485 3.68503 0.07681 0.432
H -1.01579 4.73767 -3.79376 0.006
N 1.32674 -1.52478 0.95730 0.159
H 5.23588 3.48284 1.57685 0.002
H 3.11555 2.46830 -4.51530 0.011
N 0.87066 2.16242 -6.14659 0.051
H -3.80997 0.04909 2.95483 0.005
H -1.22669 -1.44457 4.51298 0.004
H -2.21975 0.00339 4.58707 0.003
C 3.06084 5.61219 -4.98698 -0.008
N -1.88090 -0.79407 2.64008 0.149
H 2.71484 4.87241 -5.71231 0.003
C 0.80509 3.88057 -9.39937 0.067
C 3.32705 -3.29895 0.63296 0.018
H 0.60604 0.29433 -6.97904 0.000
C 3.79273 1.73362 3.43895 -0.006
H -0.19304 6.31120 -7.20054 -0.002
C -1.43266 -0.49569 4.01712 -0.001
H -0.75017 5.91684 -5.06903 0.002
C 1.68350 -1.01260 3.20751 -0.019
H 3.71040 5.47228 1.29519 0.003
H 3.84211 -2.86432 2.69274 0.000
H -1.26112 2.19420 0.49799 -0.022
C 0.13690 5.34985 -7.56623 -0.035
C 4.61939 1.77594 4.54963 -0.008
C 0.77914 3.00934 -7.21263 0.110
C 0.00649 4.41902 2.62943 0.015
H 3.84135 6.19583 -5.47348 0.000
H 4.68370 0.19673 -5.85856 0.000
C 0.37841 5.14035 -8.89735 0.066
H -1.61798 5.50181 3.51997 0.000
C 4.04890 4.09241 4.88441 -0.001
C -1.86599 -0.56709 -1.16083 -0.053
H -2.04513 -1.78797 2.55768 -0.008
C 3.50166 5.15866 0.27238 0.020
C 1.94148 6.51847 -4.48167 0.002
C 3.74196 0.61495 -5.50001 0.002
O 1.73214 1.37848 0.88167 -0.140
C 0.20169 -2.45436 -2.48822 -0.037
H 0.48172 4.23773 3.58678 0.001
H 4.95011 2.01401 0.61224 0.005
H 3.23956 -1.76787 4.46622 0.000
H 1.34821 5.02713 -3.03536 0.002
Ir -0.01380 -0.10555 1.02237 1.819
C 0.36245 -1.80933 -1.15629 0.321
C 3.22229 4.04939 3.77171 0.031
C 0.87511 5.79646 -3.65275 -0.002
H -1.80197 1.56523 -1.46063 0.005
C 2.25299 -1.31994 4.55212 0.005
H 0.29862 0.32203 5.03701 -0.001
C 3.07280 2.86531 3.04145 0.071
C 1.01086 2.80334 -8.58008 -0.031
N 0.70424 -0.19477 3.00082 0.008
C 4.96606 3.10474 0.59363 0.031
H 4.01778 3.37502 -1.97818 0.009
H 2.79507 -0.42802 -7.12392 -0.001
H -1.75660 5.08914 -0.73728 -0.001
H 0.96724 3.77575 -10.46339 0.002
H 5.18118 0.89971 4.84750 0.000
C 0.33795 4.25277 -6.71659 0.111
H 0.39843 6.49656 -2.96223 -0.001
Si 2.03347 2.77044 1.52372 0.232
H 3.02008 1.27692 -7.41874 0.000
H 5.39622 2.99294 6.13717 0.001
C 2.14210 -1.74219 1.99974 0.041
Se 0.41084 2.14062 -3.32967 0.674
C 2.45859 -3.08002 -0.41014 0.118
C -0.26023 5.16711 -4.45017 -0.012
N -1.64636 1.25810 0.60686 -0.010
H 4.15634 5.01172 5.44422 0.000
H -0.27218 -3.43596 -2.39593 0.030
H 1.46834 7.03935 -5.31960 0.001
H 2.51404 5.51016 -0.02533 -0.003
H 4.24065 5.66396 -0.36636 0.036
C -0.07520 4.18195 0.24148 -0.023
H -0.41502 -1.85111 -3.15139 0.014
H 2.38140 7.30271 -3.86430 0.000
H 3.72547 0.82687 2.84771 0.003
C 4.74517 2.95594 5.27386 0.017
H -0.35216 1.39044 3.78874 -0.007
H 4.13398 -4.00829 0.51071 0.002
H 2.58034 -3.61563 -1.34131 0.008
C 2.73880 0.55343 -6.64946 0.005
C 0.48798 2.82571 -5.02062 -0.108
N 0.17269 4.10458 -5.37011 0.048
C -2.21478 0.86554 -0.73354 0.063
C 0.58548 3.93683 1.45199 0.074
H 2.33487 -0.42165 5.16120 0.002
C -1.26423 4.89455 0.20810 -0.003
H -2.74650 5.93527 1.36586 0.000
C -2.65467 1.33281 1.69091 0.035
C 1.39686 -2.16181 -0.24883 0.165
C 3.23980 3.12597 -1.24339 0.137
H 3.52323 5.07114 -4.15708 0.004
H 4.78021 1.99535 -4.19660 -0.003
H -3.53651 1.88097 1.35109 -0.002
N -0.51923 -0.84247 -0.69965 0.158
H 3.40671 -0.04343 -4.69154 0.000
C 1.27652 0.75197 -6.25089 -0.001
C -3.05412 -0.05069 2.17032 -0.015
H 1.61374 -2.03605 5.07508 0.004
H 1.16838 -2.60600 -2.96899 0.009
H -2.57199 -1.28493 -0.72802 0.002
C 4.00512 2.01743 -4.96341 -0.004
H 5.75767 3.40214 -0.10752 0.031
H 3.13449 2.04156 -1.22000 -0.008
H -1.96456 -0.64141 -2.24626 0.001
H 0.23496 5.95352 -9.59559 0.001
C -1.18859 5.13035 2.59878 0.000
C -0.14795 0.34882 4.04333 0.018
H 2.69421 4.94901 3.47538 0.002
H -3.29690 1.00572 -0.72377 0.007
H -3.51130 -0.61463 1.35580 0.001
H 1.07830 0.30023 -5.28046 -0.001
C 3.17571 -2.64312 1.87266 0.080
H 4.35043 2.68226 -5.75795 0.003
H 2.31076 3.57989 -1.58848 -0.024
C -1.82314 5.37174 1.39000 0.002
H 0.34090 3.81012 -0.68881 0.028
```



[2]
# C21H34N2O3S2

An isolated molecule of C21H34N2O3S2 (ωB97M-V/def2-TZVPD, the Open Molecules 2025 dataset).

Values from the calculation:
**SMILES string**: CCCCSCCCNC(=O)[C@H]1CC[C@H](CNS(=O)(=O)c2ccccc2)CC1
**Energy**: -53123.1688 eV
**ΔE to the lowest compared entry with this formula, charge and spin**: 1.49 kcal/mol
**LUMO level**: 0.61 eV
**Orbital gap**: 9.242 eV
**HOMO**: -8.63 eV

XYZ file:
```
62
Properties=species:S:1:pos:R:3:lowdin_charge:R:1
H -1.01363 -2.47250 -1.15756 0.044
C -4.74602 -0.33863 0.12408 -0.281
C 1.54127 1.12170 0.55439 -0.131
C -5.40736 -0.08280 -1.06049 -0.059
H 3.97370 -3.61084 1.06458 0.076
S 4.19463 -2.07742 -0.74359 0.871
H -0.71308 -3.88511 -0.14844 0.077
C 0.09126 1.01403 0.10010 -0.169
H -2.71300 1.67888 1.40779 0.115
H 1.40336 -1.89285 -1.08525 0.091
N 4.52513 1.04682 -0.29785 0.048
H -7.32032 0.02009 -2.01535 0.106
C 3.29050 -2.87679 0.63401 -0.468
O -2.46719 -0.85927 1.32520 -0.297
O -2.43287 -0.47956 -1.12022 -0.288
H 0.67023 -1.92416 0.52454 0.102
H 1.58564 1.54633 1.56031 0.136
H -4.86858 -0.88719 2.17052 0.111
H 6.81153 -0.63189 1.53763 0.111
H 6.06760 -2.70069 0.58902 0.070
C -7.48737 -0.51651 0.05170 -0.077
H -0.20763 4.29970 -0.91982 0.117
H 1.99118 0.12817 0.58623 0.093
C -2.01457 2.28482 -0.44072 -0.213
H 6.56972 0.75294 -0.57923 0.121
C -0.27271 -3.22138 -0.88937 -0.096
C -6.78887 -0.17391 -1.09601 -0.068
H -0.46204 0.36984 0.78551 0.089
H 1.75859 3.85948 0.53900 0.123
H -0.55840 2.83530 1.03880 0.152
N -2.85584 1.48813 0.42772 -0.115
H 4.10825 0.31809 -0.86134 0.056
C 2.02301 -3.54922 0.12917 -0.288
H 2.33515 1.57661 -1.39674 0.152
H 0.04761 0.54916 -0.88679 0.124
C -0.56097 2.39390 0.03383 -0.312
H 5.05378 -0.61378 1.69552 0.109
S -2.96928 -0.16342 0.17147 0.651
H 2.27884 -4.21009 -0.70247 0.107
C 2.33796 2.02210 -0.39674 -0.238
C -6.81188 -0.77352 1.23450 -0.069
H -0.02369 -3.80486 -1.77351 0.075
C 5.81656 -1.78614 0.05012 -0.469
C 0.96725 -2.54334 -0.32365 -0.289
H 6.07467 1.57902 0.91864 0.119
H 3.05748 -2.11503 1.37969 0.074
H -4.82953 0.16982 -1.93490 0.114
C -5.42990 -0.68297 1.27263 -0.060
H 1.61656 -4.16510 0.93583 0.117
H -8.56452 -0.58776 0.02285 0.105
C 1.69624 3.40555 -0.45130 -0.148
C 3.76746 2.08123 0.12686 -0.476
H -2.05141 1.79710 -1.41619 0.118
H -2.46155 3.28174 -0.52502 0.125
C 5.83460 0.76158 0.23391 -0.186
H 6.51462 -1.66480 -0.77838 0.071
H 0.20052 2.89753 -1.91220 0.125
C 5.87527 -0.57769 0.97707 -0.235
H -7.36057 -1.04503 2.12364 0.106
C 0.24069 3.30387 -0.89886 -0.158
H 2.25455 4.04190 -1.14057 0.123
O 4.17867 2.94366 0.87615 0.066
```



[3]
# C3H8S2

An isolated molecule of C3H8S2 at a distorted geometry (ωB97M-V/def2-TZVPD, the Open Molecules 2025 dataset).

Values from the calculation:
**SMILES string**: CCCSS
**Energy**: -24910.1943 eV
**ΔE to the lowest compared entry with this formula, charge and spin**: 27.74 kcal/mol
**LUMO level**: -0.81 eV
**Orbital gap**: 8.040 eV
**HOMO**: -8.85 eV

XYZ file:
```
13
Properties=species:S:1:pos:R:3:lowdin_charge:R:1
S 2.60598 -1.79035 1.49870 0.360
H 2.52196 -2.76225 0.59717 -0.266
H 0.92908 0.58857 1.45220 0.058
C 0.42765 -0.02109 0.70035 -0.664
H -1.94629 1.30057 -1.59619 0.070
S 1.62227 -0.82111 -0.42321 0.509
H -0.53371 0.30268 -1.98443 0.057
C -0.64716 0.87882 0.08313 -0.332
H -0.14747 1.84207 -0.08483 0.101
H -1.40523 1.09010 0.84660 0.109
C -1.30162 0.49632 -1.23332 -0.130
H -2.04608 -0.30003 -1.12935 0.075
H -0.07940 -0.80429 1.27319 0.052
```



[4]
# C7H10N2OS

A structure of composition C7H10N2OS at a distorted geometry (ωB97M-V/def2-TZVPD, the Open Molecules 2025 dataset).

Values from the calculation:
**Energy**: -23281.6291 eV
**ΔE to the lowest compared entry with this formula, charge and spin**: 55.35 kcal/mol
**LUMO level**: 0.57 eV
**Orbital gap**: 8.280 eV
**HOMO**: -7.71 eV

XYZ file:
```
21
Properties=species:S:1:pos:R:3:lowdin_charge:R:1
C -0.56443 0.56608 1.48188 -0.046
H -1.25877 -1.25770 -2.13701 0.104
C -0.94218 -1.72149 -1.15578 -0.069
H -1.41689 3.78738 0.96071 0.107
H -1.54032 -1.23997 -0.37980 0.074
C -0.14128 0.84269 0.19526 -0.308
O 0.39083 -1.30929 -0.84139 -0.180
N 2.62853 -0.70122 1.02676 0.057
H -1.15392 -2.78664 -1.22134 0.087
S 3.31519 1.46366 -0.36487 0.626
C 2.43357 0.18511 0.03590 -0.795
H -0.54975 -0.44542 1.89314 0.116
C -1.11376 1.77666 1.93205 -0.116
H -1.52334 1.92643 2.89021 0.081
C -1.03741 2.75919 0.97566 -0.077
C 0.66588 0.04686 -0.77680 -0.204
H 0.70581 0.54625 -1.72244 0.115
H 1.95331 -1.34554 1.28093 0.055
N -0.35855 2.16602 -0.14514 0.076
H -0.53193 2.34489 -1.13539 0.155
H 3.19934 -0.52110 1.90271 0.143
```